Molecular formula: C34H103N8O13
Method: DFT, ωB97M-V/def2-TZVPD

```
158
Properties=species:S:1:pos:R:3:forces:R:3
O 10.690752 -17.032610 10.701351 -0.925 -0.267 0.561
H 10.214803 -16.201166 10.639881 -0.262 1.170 0.211
H 10.625542 -17.474346 9.851528 0.591 -1.003 -1.501
H 11.580141 -16.958121 11.054983 1.050 0.137 0.122
O 7.831674 -19.763870 4.806473 0.155 -0.318 -0.849
H 8.612608 -19.517487 5.307502 1.380 0.750 0.802
H 7.056334 -19.244047 5.030621 -1.036 0.748 0.397
H 7.678218 -20.703598 4.928774 -0.296 -0.896 -0.006
C 13.936801 -18.022029 6.912804 0.273 -0.420 0.096
C 12.712040 -18.744749 6.416584 -1.538 1.132 -0.331
O 11.508071 -18.483471 7.076415 -0.222 -0.295 0.679
H 13.869044 -16.939223 6.807766 -0.124 0.011 0.254
H 14.749194 -18.374387 6.277219 0.387 0.133 0.049
H 14.148146 -18.340169 7.933695 0.136 0.302 0.218
H 12.978884 -19.794939 6.298287 -0.100 -0.610 0.268
H 12.565460 -18.364409 5.405664 0.218 -0.105 -0.829
C 11.826124 -24.306103 9.084088 0.806 0.346 1.047
C 11.195452 -23.569008 10.303784 1.028 -0.384 -1.940
C 12.279821 -22.921536 11.192037 -1.743 -0.508 -0.099
O 11.719271 -22.998482 12.492913 0.543 0.463 -0.210
C 12.639995 -22.543600 13.440976 -0.045 0.071 0.703
N 10.231655 -22.590696 9.793247 -0.367 0.194 0.977
H 12.587440 -25.002545 9.435475 -0.295 -0.585 0.019
H 12.439002 -23.618978 8.500713 -0.403 0.307 -0.362
H 11.061512 -24.796086 8.481264 0.184 -0.004 -0.041
H 10.666452 -24.330792 10.876460 -0.017 0.272 0.285
H 12.440970 -21.888525 10.883779 -0.055 0.365 0.024
H 13.260396 -23.395392 11.146933 -0.013 -0.462 -0.031
H 13.456592 -23.255424 13.561689 0.177 -0.103 0.072
H 12.118120 -22.425018 14.390542 0.029 -0.130 0.007
H 13.072563 -21.575930 13.186769 0.033 0.212 -0.204
H 9.602500 -23.046145 9.147620 0.001 0.102 -0.090
H 10.676878 -21.807258 9.337087 0.175 -0.087 -0.209
C 16.046864 -24.246451 2.486455 0.036 1.002 -0.167
C 15.239534 -22.946406 2.151369 0.446 0.672 0.483
C 16.034942 -21.721180 1.543845 1.158 -1.105 1.918
O 16.970673 -21.206952 2.574031 -0.538 -1.131 -1.621
C 17.933289 -20.392156 1.949581 0.676 0.288 0.100
N 14.080478 -23.226350 1.329219 -0.292 0.161 -0.775
H 16.450697 -24.823041 1.654248 -0.273 0.255 -0.390
H 15.396174 -24.907770 3.058602 -0.006 0.063 -0.035
H 16.909921 -23.983839 3.098226 -0.066 0.072 0.155
H 14.824128 -22.639556 3.111252 0.216 0.242 0.163
H 15.473994 -20.875819 1.145369 -0.711 -0.086 0.368
H 16.562863 -22.123961 0.679461 0.574 -0.005 -0.062
H 18.871564 -20.299191 2.496497 -0.428 0.089 1.031
H 17.504401 -19.400626 1.804584 0.219 0.167 -0.403
H 18.375755 -20.812743 1.046574 -0.763 -0.113 -0.647
H 13.462411 -22.430396 1.396747 -0.453 0.115 0.480
H 14.362961 -23.098325 0.368023 0.205 -0.675 -0.586
C 19.167734 -15.461271 8.934750 -0.231 0.787 -0.228
C 19.066310 -15.190599 10.454149 -0.673 -0.598 -1.582
C 18.046426 -14.016060 10.747501 1.728 0.274 -0.386
O 18.571647 -12.770615 10.189372 -1.563 0.290 0.543
C 17.556543 -11.704893 10.319737 0.931 -0.845 -0.628
N 18.587931 -16.462738 11.057796 -0.365 0.945 1.039
H 18.231399 -15.859394 8.543769 -0.221 -0.257 0.376
H 19.947784 -16.159226 8.630636 0.139 -0.014 0.369
H 19.292594 -14.555318 8.341643 0.353 0.203 0.253
H 20.047467 -15.064639 10.911918 0.100 1.114 -0.370
H 17.937892 -13.869682 11.822157 -0.030 -0.133 0.278
H 17.059130 -14.228466 10.337345 -0.012 -0.235 -0.246
H 17.900287 -10.751650 9.918154 0.752 -0.252 0.083
H 17.277362 -11.531308 11.358979 -0.145 -0.278 0.053
H 16.710062 -11.931975 9.671656 -0.351 -0.367 0.334
H 18.852208 -16.267990 12.012963 -0.606 -0.466 0.865
H 19.243434 -17.206738 10.865767 0.116 -0.183 -0.716
C 10.879666 -12.041896 9.318049 -0.115 2.136 -0.140
C 9.961738 -11.848867 10.545828 2.155 0.877 -2.992
C 9.138414 -10.544826 10.519690 0.489 -0.059 1.337
O 8.452067 -10.519580 11.782118 0.468 -0.818 -0.060
C 7.765517 -9.357228 12.113360 -0.184 1.435 -0.693
N 9.103413 -12.949693 10.486859 -1.586 -1.792 2.244
H 10.293247 -12.350300 8.452541 0.086 -0.523 0.088
H 11.766843 -12.649064 9.497989 -0.321 -0.160 -0.031
H 11.200543 -11.042981 9.022609 0.630 0.067 -0.113
H 10.618075 -11.925936 11.412656 -0.427 0.343 0.359
H 8.363590 -10.545604 9.753048 0.231 -0.046 -0.492
H 9.804623 -9.688626 10.413808 -0.065 0.266 -0.014
H 8.373571 -8.633060 12.655528 0.219 -0.317 0.650
H 6.821816 -9.548372 12.624232 0.257 -0.290 0.170
H 7.526360 -8.757749 11.235000 -0.350 -0.231 -0.505
H 8.579648 -12.636848 11.291773 -1.476 -1.371 0.531
H 8.456236 -12.902223 9.712900 0.085 0.204 -0.342
C 4.647537 -18.853869 8.438960 -0.191 -0.611 1.812
C 3.752009 -19.301724 7.321434 0.077 0.976 -0.847
C 2.223473 -19.215710 7.533561 0.103 -1.183 1.213
O 1.356278 -19.755809 6.521997 0.562 3.096 1.073
C 1.467828 -21.074979 6.284002 0.739 -2.310 -1.011
N 4.102700 -18.447796 6.223379 0.441 0.277 -2.121
H 4.556830 -19.616995 9.211950 0.242 0.181 0.431
H 4.453119 -17.888588 8.906442 -0.549 0.100 -0.188
H 5.701036 -18.794343 8.165634 -0.080 -0.295 -0.429
H 4.122332 -20.295752 7.070705 -0.559 -0.312 -0.041
H 1.919407 -18.183144 7.705154 0.084 0.025 -0.274
H 2.063263 -19.743536 8.473680 -0.519 -0.218 0.259
H 2.493005 -21.324216 6.010149 0.268 -0.270 -0.307
H 0.833307 -21.313110 5.430317 -0.033 -0.050 0.067
H 1.232230 -21.770667 7.089364 -0.378 0.258 0.533
H 3.986454 -17.475482 6.470735 0.134 0.235 0.298
H 3.396487 -18.582030 5.513924 -0.036 -0.036 -0.571
C 16.600835 -11.930889 4.889627 -0.899 1.221 -1.273
C 16.375453 -12.375057 3.408402 2.461 0.156 -0.689
C 16.898885 -11.374507 2.260106 -2.399 0.500 1.285
O 15.926597 -10.293206 2.215769 1.063 0.118 -0.482
C 16.340328 -9.147357 1.446946 -0.302 -0.477 0.712
N 17.311848 -13.498153 3.296515 0.027 -0.717 0.182
H 16.085521 -10.982034 5.038638 -0.009 0.167 0.152
H 17.664722 -11.773889 5.067357 -0.088 -0.209 0.000
H 16.163948 -12.619374 5.612964 0.187 -0.293 -0.191
H 15.365392 -12.741004 3.224143 -0.286 0.689 -0.127
H 16.914758 -11.815142 1.263259 -0.112 -0.637 0.032
H 17.917001 -11.029336 2.440151 0.021 0.187 0.494
H 15.610686 -8.367614 1.665403 0.189 0.053 0.129
H 16.338879 -9.268127 0.363652 -0.046 -0.560 -0.142
H 17.344955 -8.846700 1.744295 0.049 0.211 0.101
H 16.895028 -14.230234 3.853672 0.390 -0.474 0.071
H 17.429668 -13.867697 2.363969 -0.254 0.048 -0.243
C 17.995012 -23.605368 8.643746 0.435 -0.254 -1.032
C 18.587762 -22.553833 9.534019 1.525 0.481 0.517
C 19.920850 -21.947808 9.077598 1.672 1.104 -1.180
O 20.506948 -20.932178 9.971199 -2.026 -1.079 0.373
C 21.832233 -20.580336 9.720152 0.240 -0.915 -0.573
N 17.618865 -21.499415 9.816645 0.132 -0.514 0.196
H 17.295012 -24.222211 9.207309 -0.031 0.094 -0.136
H 18.795791 -24.232989 8.252644 0.029 -0.318 0.199
H 17.523222 -23.221359 7.739275 -0.295 0.269 0.076
H 18.949195 -23.170367 10.357039 -0.679 0.509 1.122
H 19.875112 -21.455700 8.106085 -0.687 0.327 -0.358
H 20.697224 -22.679325 8.853418 0.020 -0.665 0.595
H 22.149223 -19.842060 10.456749 -0.145 0.103 -0.287
H 21.970677 -20.281967 8.680954 -0.038 0.719 -0.107
H 22.487873 -21.447941 9.794193 0.188 -0.285 0.381
H 17.201573 -21.310792 8.916433 -0.361 0.244 -0.099
H 18.133826 -20.663243 10.052715 -0.013 0.216 0.314
C 10.667300 -13.514999 0.670221 0.795 1.698 0.835
C 10.157588 -14.785529 0.099647 1.479 -1.893 0.326
C 11.292307 -15.874058 0.164556 -1.041 0.680 -0.987
O 12.278099 -15.560463 -0.774476 0.764 1.093 0.055
C 13.458400 -16.275426 -0.556648 -0.144 -1.490 -0.685
N 9.075632 -15.339739 0.911133 -0.343 0.670 0.195
H 11.601853 -13.166911 0.230298 -0.136 -0.232 -0.753
H 10.978769 -13.501594 1.714690 -0.528 -0.664 0.380
H 9.962536 -12.690759 0.560508 -0.178 0.004 -0.077
H 9.918949 -14.547381 -0.936909 -0.243 -0.507 -0.263
H 10.937334 -16.857415 -0.143834 -0.593 -0.323 0.390
H 11.654792 -15.919562 1.191504 0.215 0.035 0.144
H 13.290053 -17.324339 -0.800623 -0.403 -0.627 0.270
H 13.778347 -16.278879 0.485331 0.385 0.534 -0.025
H 14.214333 -16.083408 -1.318092 0.103 1.043 0.435
H 8.360282 -14.628485 0.960930 -0.323 -0.003 0.227
H 8.637908 -16.163025 0.522919 0.161 -0.047 -0.370
O 9.044576 -15.260992 5.212238 -0.343 0.030 0.208
H 9.533358 -16.010570 5.552015 0.432 -0.199 0.198
H 8.864029 -15.485988 4.299547 0.061 0.109 -0.419
O 14.366696 -16.035147 12.483781 -0.460 -0.028 -0.141
H 14.415492 -15.572723 13.320429 -0.007 0.125 0.226
H 15.268768 -16.299006 12.302424 0.347 -0.154 -0.210
```
Forces are in eV/Å.

Computed properties:
Net charge: +1
Spin multiplicity: 1
LUMO (Ha): -0.143
E (Ha): -2772.58301